# H12LiO6

A molecular structure, H12LiO6 (ωB97M-V/def2-TZVPD, the OMol25 dataset).

Last column: Löwdin charge in e.
Element x y z (Å)
1 Li -12.96735 -38.60955 -21.09221  0.70
2 O -11.20639 -38.74304 -22.32088  -0.08
3 H -10.57837 -38.27981 -21.76876  0.05
4 H -10.80852 -39.41234 -22.92286  0.09
5 O -12.77641 -40.36919 -20.35887  -0.12
6 H -12.79443 -41.11894 -20.97876  0.07
7 H -11.99345 -40.53125 -19.75457  0.11
8 O -12.64957 -36.52333 -20.00829  -0.15
9 H -13.39403 -36.37160 -19.33112  0.08
10 H -11.86584 -36.66398 -19.32448  0.12
11 O -15.52354 -40.44680 -21.91641  -0.09
12 H -14.68733 -40.59370 -22.56674  0.12
13 H -15.24549 -39.58517 -21.60865  -0.07
14 O -13.99081 -37.84098 -22.71312  -0.20
15 H -13.75439 -36.92942 -23.06629  0.09
16 H -15.02592 -38.00924 -23.12263  0.19
17 O -14.91670 -38.44596 -19.93010  -0.15
18 H -15.49626 -37.54778 -19.80037  0.17
19 H -15.09707 -38.96768 -19.12668  0.08

Results
HOMO ... -14.55 eV
ΔE to the lowest compared entry with this formula, charge and spin ... 193.29 kJ/mol
LUMO level ... -3.6 eV
Spin multiplicity ... 1
Charge ... +1
Orbital gap ... 0.402 Eh

=====

# C3H3ClS

2 unconnected molecules or ions with the total composition C3H3ClS (ωB97M-V/def2-TZVPD, the OMol25 dataset).

Last column: Löwdin charge in e.
Element x y z (Å)
1 C 0.21201 0.64051 -0.57947  -0.01
2 C -1.49155 0.49396 1.28620  -0.77
3 C -0.86601 1.11313 0.08029  -0.87
4 S -2.83456 1.00544 1.96262  0.66
5 Cl -1.52094 2.67518 -0.22352  0.63
6 H 0.61829 1.18457 -1.44000  0.06
7 H 0.83087 -0.30219 -0.35493  0.10
8 H -1.23032 -1.10025 1.47011  0.20

Results
HOMO ... -8.82 eV
ΔE to the lowest compared entry with this formula, charge and spin ... 230.73 kJ/mol
LUMO level ... -1.1 eV
Spin multiplicity ... 1
Orbital gap ... 0.284 Eh

=====

# C6H13ClNO

A gas-phase ion, C6H13ClNO (charge +1) (ωB97M-V/def2-TZVPD, the OMol25 dataset).

Last column: Löwdin charge in e.
Element x y z (Å)
1 C -2.70269 -0.52785 -0.31994  -0.04
2 C -1.44434 0.14424 0.29385  -0.68
3 Cl -1.72243 1.89628 0.64984  0.78
4 C -0.60157 -0.48894 1.35647  0.00
5 C -0.04173 -0.13251 -0.07386  -0.46
6 C 0.45946 -1.07993 -1.12812  0.02
7 N 0.81451 1.03335 -0.09337  0.07
8 C 2.09401 0.91669 0.57611  -0.20
9 O 3.16335 0.98299 -0.30480  0.01
10 H -2.78438 -0.72484 -1.43408  0.11
11 H -3.60284 0.06417 0.04540  0.10
12 H -2.79426 -1.48703 0.10033  0.06
13 H -0.65001 -1.58556 1.58844  0.15
14 H -0.30537 0.13116 2.11745  0.08
15 H -0.08463 -0.75919 -2.06669  0.12
16 H -0.01090 -2.09871 -0.88778  0.13
17 H 1.60275 -1.15046 -1.14492  0.11
18 H 0.19057 1.72258 0.30153  0.04
19 H 0.98117 1.30987 -1.03033  0.18
20 H 2.20154 1.65410 1.29046  0.14
21 H 1.94667 0.01644 1.09129  0.13
22 H 3.29116 0.16314 -0.92729  0.17

Results
SMILES string ... C[C@@]1(Cl)C[C@]1(C)[NH2+]CO
HOMO ... -14.97 eV
ΔE to the lowest compared entry with this formula, charge and spin ... 52.00 kJ/mol
LUMO level ... -2.9 eV
Spin multiplicity ... 1
Charge ... +1
Orbital gap ... 0.444 Eh

=====

# C12H27N3O4STaTl

A molecular structure, C12H27N3O4STaTl (ωB97M-V/def2-TZVPD, the OMol25 dataset).

Last column: Löwdin charge in e.
Element x y z (Å)
1 N -1.53606 -0.44401 1.18842  -0.10
2 C -2.63536 -0.28675 1.65958  -0.43
3 O -3.65595 0.05812 2.18856  0.17
4 Tl -2.53136 2.07857 -0.23605  1.08
5 Ta 0.17978 -0.26531 0.27932  1.77
6 N 0.61736 1.62249 0.75106  -0.27
7 N 0.06745 -0.31396 -1.66480  -0.25
8 C 0.71262 2.16508 2.17846  -0.63
9 C -0.72337 -0.93429 -2.76329  -0.64
10 C -0.47345 3.10129 2.42247  -0.06
11 C 2.02426 2.93775 2.38093  -0.03
12 C 0.66191 0.98484 3.12654  -0.05
13 C -0.65379 -0.10678 -4.04904  -0.03
14 C -0.13503 -2.32530 -3.01479  -0.02
15 C -2.16659 -1.05015 -2.30443  -0.05
16 H -0.52307 3.91764 1.68868  0.08
17 H -0.34716 3.56033 3.41775  0.12
18 H -1.43419 2.56108 2.42935  0.05
19 H 2.89497 2.32660 2.11883  0.10
20 H 2.11779 3.20770 3.44426  0.11
21 H 2.06228 3.88046 1.82189  0.09
22 H -0.25532 0.38759 2.99147  0.06
23 H 0.65031 1.37850 4.15445  0.12
24 H 1.55772 0.35305 3.01475  0.10
25 H -0.99654 0.92061 -3.88347  0.09
26 H -1.32285 -0.56650 -4.79006  0.11
27 H 0.34983 -0.09743 -4.48781  0.10
28 H 0.92506 -2.26037 -3.29008  0.09
29 H -0.68912 -2.79710 -3.84049  0.11
30 H -0.23788 -2.93832 -2.11052  0.07
31 H -2.25394 -1.58937 -1.34934  0.07
32 H -2.71119 -1.62227 -3.07433  0.12
33 H -2.64274 -0.05813 -2.23079  0.03
34 C 1.43908 0.14532 -2.06784  -0.11
35 H 2.02665 0.45464 -1.18764  0.07
36 H 1.98700 -0.64747 -2.58387  0.10
37 H 1.34739 0.99948 -2.74953  0.10
38 C 0.97345 2.67457 -0.26207  -0.14
39 H 2.06368 2.82881 -0.27191  0.11
40 H 0.66585 2.38280 -1.26906  0.05
41 H 0.46555 3.61992 -0.03563  0.08
42 C 0.68589 -4.64068 1.61802  -0.07
43 S -0.16647 -3.04523 1.47413  0.57
44 O -0.86072 -2.98679 0.19265  -0.36
45 O -0.90606 -2.86688 2.68943  -0.27
46 O 0.89348 -1.82368 1.33082  -0.50
47 H 0.13240 -5.24555 2.34623  0.09
48 H 1.71043 -4.49888 1.96031  0.08
49 H 0.64604 -5.13607 0.64846  0.08

Results
HOMO ... -16.48 eV
LUMO level ... -8.2 eV
Spin multiplicity ... 1
Charge ... +2
Orbital gap ... 0.303 Eh

=====

Repeat the fourth record exactly.
# C12H27N3O4STaTl

A molecular structure, C12H27N3O4STaTl (ωB97M-V/def2-TZVPD, the OMol25 dataset).

Last column: Löwdin charge in e.
Element x y z (Å)
1 N -1.53606 -0.44401 1.18842  -0.10
2 C -2.63536 -0.28675 1.65958  -0.43
3 O -3.65595 0.05812 2.18856  0.17
4 Tl -2.53136 2.07857 -0.23605  1.08
5 Ta 0.17978 -0.26531 0.27932  1.77
6 N 0.61736 1.62249 0.75106  -0.27
7 N 0.06745 -0.31396 -1.66480  -0.25
8 C 0.71262 2.16508 2.17846  -0.63
9 C -0.72337 -0.93429 -2.76329  -0.64
10 C -0.47345 3.10129 2.42247  -0.06
11 C 2.02426 2.93775 2.38093  -0.03
12 C 0.66191 0.98484 3.12654  -0.05
13 C -0.65379 -0.10678 -4.04904  -0.03
14 C -0.13503 -2.32530 -3.01479  -0.02
15 C -2.16659 -1.05015 -2.30443  -0.05
16 H -0.52307 3.91764 1.68868  0.08
17 H -0.34716 3.56033 3.41775  0.12
18 H -1.43419 2.56108 2.42935  0.05
19 H 2.89497 2.32660 2.11883  0.10
20 H 2.11779 3.20770 3.44426  0.11
21 H 2.06228 3.88046 1.82189  0.09
22 H -0.25532 0.38759 2.99147  0.06
23 H 0.65031 1.37850 4.15445  0.12
24 H 1.55772 0.35305 3.01475  0.10
25 H -0.99654 0.92061 -3.88347  0.09
26 H -1.32285 -0.56650 -4.79006  0.11
27 H 0.34983 -0.09743 -4.48781  0.10
28 H 0.92506 -2.26037 -3.29008  0.09
29 H -0.68912 -2.79710 -3.84049  0.11
30 H -0.23788 -2.93832 -2.11052  0.07
31 H -2.25394 -1.58937 -1.34934  0.07
32 H -2.71119 -1.62227 -3.07433  0.12
33 H -2.64274 -0.05813 -2.23079  0.03
34 C 1.43908 0.14532 -2.06784  -0.11
35 H 2.02665 0.45464 -1.18764  0.07
36 H 1.98700 -0.64747 -2.58387  0.10
37 H 1.34739 0.99948 -2.74953  0.10
38 C 0.97345 2.67457 -0.26207  -0.14
39 H 2.06368 2.82881 -0.27191  0.11
40 H 0.66585 2.38280 -1.26906  0.05
41 H 0.46555 3.61992 -0.03563  0.08
42 C 0.68589 -4.64068 1.61802  -0.07
43 S -0.16647 -3.04523 1.47413  0.57
44 O -0.86072 -2.98679 0.19265  -0.36
45 O -0.90606 -2.86688 2.68943  -0.27
46 O 0.89348 -1.82368 1.33082  -0.50
47 H 0.13240 -5.24555 2.34623  0.09
48 H 1.71043 -4.49888 1.96031  0.08
49 H 0.64604 -5.13607 0.64846  0.08

Results
HOMO ... -16.48 eV
LUMO level ... -8.2 eV
Spin multiplicity ... 1
Charge ... +2
Orbital gap ... 0.303 Eh

=====

orbital gap of number 1 (H12LiO6)?
0.402 Eh

=====

The lowest HOMO belongs to which entry?
C12H27N3O4STaTl

=====

Repeat the third record exactly.
# C6H13ClNO

A gas-phase ion, C6H13ClNO (charge +1) (ωB97M-V/def2-TZVPD, the OMol25 dataset).

Last column: Löwdin charge in e.
Element x y z (Å)
1 C -2.70269 -0.52785 -0.31994  -0.04
2 C -1.44434 0.14424 0.29385  -0.68
3 Cl -1.72243 1.89628 0.64984  0.78
4 C -0.60157 -0.48894 1.35647  0.00
5 C -0.04173 -0.13251 -0.07386  -0.46
6 C 0.45946 -1.07993 -1.12812  0.02
7 N 0.81451 1.03335 -0.09337  0.07
8 C 2.09401 0.91669 0.57611  -0.20
9 O 3.16335 0.98299 -0.30480  0.01
10 H -2.78438 -0.72484 -1.43408  0.11
11 H -3.60284 0.06417 0.04540  0.10
12 H -2.79426 -1.48703 0.10033  0.06
13 H -0.65001 -1.58556 1.58844  0.15
14 H -0.30537 0.13116 2.11745  0.08
15 H -0.08463 -0.75919 -2.06669  0.12
16 H -0.01090 -2.09871 -0.88778  0.13
17 H 1.60275 -1.15046 -1.14492  0.11
18 H 0.19057 1.72258 0.30153  0.04
19 H 0.98117 1.30987 -1.03033  0.18
20 H 2.20154 1.65410 1.29046  0.14
21 H 1.94667 0.01644 1.09129  0.13
22 H 3.29116 0.16314 -0.92729  0.17

Results
SMILES string ... C[C@@]1(Cl)C[C@]1(C)[NH2+]CO
HOMO ... -14.97 eV
ΔE to the lowest compared entry with this formula, charge and spin ... 52.00 kJ/mol
LUMO level ... -2.9 eV
Spin multiplicity ... 1
Charge ... +1
Orbital gap ... 0.444 Eh